Entry 1:
Entry from the OMol25 dataset: a 2-piece molecular cluster, C3H12N3O overall in a non-equilibrium geometry (ωB97M-V with the def2-TZVPD basis set).

```
! RIJCOSX wB97M-V def2-TZVPD def2/J DEFGRID3
* xyz -1 1
O -1.218 0.790 0.784
N -0.152 1.000 -1.705
N -1.532 -1.039 -1.462
N 2.067 -0.234 1.396
C -0.292 -0.413 -1.944
C -0.162 0.864 1.651
C 0.631 -0.462 1.748
H 0.172 -1.124 1.007
H 2.614 -1.092 1.408
H -0.501 1.163 -0.700
H -0.198 -0.606 -3.022
H -1.707 -0.620 -0.548
H -0.483 1.145 2.685
H -0.749 1.548 -2.315
H 0.531 -0.944 -1.458
H 0.569 1.640 1.369
H -2.301 -0.830 -2.085
H 0.627 -0.916 2.743
H 2.086 0.130 0.448
*
```

## Properties
HOMO level = -3.09 eV
E_LUMO = 4.3 eV
HOMO-LUMO gap = 7.42 eV
relative energy (zero: lowest compared OMol25 entry of this formula, charge and spin) = 19.6 kJ/mol
molecular weight = 106.1 g/mol
E_tot = -9823.2602 eV

=====

Entry 2:
Entry from the OMol25 dataset: a 7-piece molecular cluster, C15H44O7 overall in a non-equilibrium geometry (ωB97M-V with the def2-TZVPD basis set).

```
! RIJCOSX wB97M-V def2-TZVPD def2/J DEFGRID3
* xyz 0 1
O 20.856 8.355 22.548
O 23.683 4.044 25.018
O 21.404 -2.806 21.205
O 29.028 2.122 28.032
O 25.014 7.341 28.492
O 25.570 7.244 22.488
O 19.617 0.116 17.962
C 18.953 1.881 16.583
C 24.800 8.911 30.244
C 28.004 1.179 27.568
C 24.131 7.790 29.487
C 22.892 8.232 28.764
C 20.178 7.692 23.614
C 18.763 1.967 19.124
C 22.671 -4.686 21.403
C 22.401 -3.484 20.529
C 23.305 2.838 24.403
C 19.553 1.498 17.945
C 26.679 8.009 22.962
C 27.222 8.675 21.709
C 27.784 7.388 23.778
C 23.480 -2.423 20.308
H 22.586 2.181 24.894
H 23.587 -5.168 21.060
H 18.564 2.897 16.655
H 22.825 3.160 23.479
H 25.731 8.539 30.671
H 26.447 9.338 21.324
H 19.987 6.655 23.336
H 22.365 7.420 28.263
H 26.342 8.848 23.571
H 17.741 1.595 19.202
H 24.589 6.894 27.756
H 20.615 -3.352 21.199
H 23.134 -1.632 19.643
H 22.288 8.778 29.489
H 19.788 -0.165 18.864
H 19.188 8.095 23.829
H 21.803 -5.344 21.431
H 20.184 8.862 22.087
H 28.637 0.344 27.269
H 28.493 8.037 24.291
H 27.274 0.690 28.213
H 24.781 7.790 22.537
H 24.296 -2.974 19.839
H 24.278 9.243 31.141
H 28.441 6.801 23.136
H 24.952 9.676 29.483
H 28.513 2.869 28.346
H 27.474 7.940 20.945
H 24.189 2.304 24.055
H 28.162 9.215 21.816
H 21.977 -3.805 19.577
H 23.716 -1.994 21.281
H 27.325 6.685 24.473
H 18.677 3.051 19.050
H 20.461 2.100 17.900
H 20.966 7.579 24.358
H 23.896 6.840 29.967
H 23.214 8.975 28.034
H 22.734 -4.477 22.471
H 24.134 4.602 24.380
H 19.228 1.769 20.090
H 18.116 1.210 16.391
H 27.441 1.464 26.679
H 19.744 1.844 15.834
*
```

## Properties
HOMO level = -9.94 eV
E_LUMO = 0.3 eV
HOMO-LUMO gap = 10.27 eV
SMILES = CC(C)O.CC(C)O.CC(C)O.CC(C)O.CO.CO.CO
relative energy (zero: lowest compared OMol25 entry of this formula, charge and spin) = 465.0 kJ/mol
molecular weight = 336.5 g/mol
E_tot = -30596.8209 eV

=====

Entry 3:
Entry from the OMol25 dataset: one molecule with the formula C4H4O3 (ωB97M-V with the def2-TZVPD basis set).

```
! RIJCOSX wB97M-V def2-TZVPD def2/J DEFGRID3
* xyz 0 1
O -1.397 -1.503 1.270
O 1.584 -0.924 -1.466
O -0.474 1.066 -0.953
C -0.130 -0.016 -0.091
C 0.693 -1.136 -0.681
C -1.239 -0.383 0.846
C 0.550 1.294 -0.023
H -1.936 0.446 1.084
H 1.544 1.313 -0.467
H 0.455 -2.148 -0.310
H 0.350 1.990 0.790
*
```

## Properties
HOMO level = -10.09 eV
E_LUMO = 0.2 eV
HOMO-LUMO gap = 10.26 eV
SMILES = O=CC1(C=O)CO1
relative energy (zero: lowest compared OMol25 entry of this formula, charge and spin) = 215.7 kJ/mol
molecular weight = 100.1 g/mol
E_tot = -10352.9767 eV

=====

Entry 4:
Entry from the OMol25 dataset: one molecule with the formula C5H5F in a non-equilibrium geometry (ωB97M-V with the def2-TZVPD basis set).

```
! RIJCOSX wB97M-V def2-TZVPD def2/J DEFGRID3
* xyz 0 3
F -2.894 0.350 0.013
C 1.582 0.671 -0.040
C -0.540 -0.006 -0.001
C 0.849 -0.659 -0.079
C 0.247 1.354 -0.087
C -1.790 -0.397 -0.077
H 1.007 -1.138 -0.997
H 0.182 2.053 -0.990
H -2.042 -1.551 0.045
H 0.261 1.993 0.797
H 1.017 -1.361 0.749
*
```

## Properties
HOMO level (alpha / beta) = -7.92 / -9.80 eV
E_LUMO (alpha / beta) = 1.1 / -1.0 eV
HOMO-LUMO gap (alpha / beta) = 9.01 / 8.77 eV
relative energy (zero: lowest compared OMol25 entry of this formula, charge and spin) = 6.3 kJ/mol
molecular weight = 84.1 g/mol
E_tot = -7976.7317 eV